Record 1
Molecular formula: C9H14
Method: DFT, ωB97M-V/def2-TZVPD

Output
Relative energy (zero: lowest compared OMol25 entry of this formula, charge and spin) in kcal/mol: 14.1
Max |F| in eV/Å: 2.13
Net charge: 0
LUMO level in eV: 1.0
Calculated total energy in eV: -9559.5706
E_HOMO in eV: -9.02
SMILES: Cc1ccccc1.CC

Bonds (Å) are listed after each position.
CARTESIAN COORDINATES (ANGSTROEM)
1 C 1.49751 -1.29718 -1.59840  C2 1.486, H8 1.097, H9 1.098, H10 1.084
2 C 1.13935 0.00248 -0.97409  C1 1.486, C3 1.386, C7 1.413
3 C 0.19759 0.88499 -1.48052  C2 1.386, C4 1.383, H11 1.083
4 C -0.16947 2.02244 -0.78479  C3 1.383, C5 1.398, H12 1.084
5 C 0.34323 2.32520 0.48025  C4 1.398, C6 1.396, H13 1.079
6 C 1.17503 1.35985 1.05098  C5 1.396, C7 1.380, H14 1.085
7 C 1.63468 0.28339 0.31939  C2 1.413, C6 1.380, H15 1.084
8 H 2.52630 -1.22209 -1.97216  C1 1.097
9 H 0.98774 -1.49381 -2.55063  C1 1.098
10 H 1.37239 -2.19908 -1.00975  C1 1.084
11 H -0.24083 0.73326 -2.45918  C3 1.083
12 H -0.96407 2.62659 -1.20840  C4 1.084
13 H -0.15185 3.12348 1.01061  C5 1.079
14 H 1.41179 1.41236 2.10853  C6 1.085
15 H 2.48390 -0.32398 0.61218  C7 1.084
16 C -2.49523 -1.66655 1.95621  C17 1.560, H18 1.087, H19 1.087, H20 1.090
17 C -2.25482 -2.40498 0.60379  C16 1.560, H21 1.085, H22 1.088, H23 1.086
18 H -1.64934 -1.00679 2.13142  C16 1.087
19 H -3.41827 -1.09474 1.90737  C16 1.087
20 H -2.66156 -2.40969 2.73595  C16 1.090
21 H -3.17167 -2.89977 0.30015  C17 1.085
22 H -1.36030 -3.01931 0.67982  C17 1.088
23 H -2.01500 -1.59875 -0.08387  C17 1.086

Electronic structure analysis, Mulliken charges in units of e: -1.541, 0.936, -0.541, -0.220, -0.582, -0.350, -0.526, 0.381, 0.387, 0.305, 0.326, 0.341, 0.346, 0.366, 0.373, -0.827, -0.681, 0.242, 0.274, 0.284, 0.324, 0.233, 0.151

Record 2
Molecular formula: C4H14N2O2
Method: DFT, ωB97M-V/def2-TZVPD

Output
Relative energy (zero: lowest compared OMol25 entry of this formula, charge and spin) in kcal/mol: 20.8
Max |F| in eV/Å: 0.81
Net charge: 0
LUMO level in eV: 0.7
Calculated total energy in eV: -11449.7891
E_HOMO in eV: -8.59
SMILES: NC[C@H](N)CCO.O

Bonds (Å) are listed after each position.
CARTESIAN COORDINATES (ANGSTROEM)
1 N 2.24121 0.19042 -1.74385  C2 1.452, H8 1.012, H9 1.014
2 C 0.83806 -0.04273 -1.45363  N1 1.452, C3 1.550, H10 1.092, H11 1.092
3 C 0.48691 -0.86326 -0.18696  C2 1.550, N4 1.455, C5 1.531, H12 1.093
4 N 0.66099 -2.28388 -0.44688  C3 1.455, H13 1.012, H14 1.008
5 C -0.90493 -0.50129 0.33916  C3 1.531, C6 1.521, H15 1.086, H16 1.096
6 C -1.03634 -0.66272 1.84586  C5 1.521, O7 1.417, H17 1.097, H18 1.101
7 O -2.29444 -0.21956 2.32371  C6 1.417, H19 0.967
8 H 2.80205 -0.65201 -1.77294  N1 1.012
9 H 2.67087 0.81561 -1.07041  N1 1.014
10 H 0.32962 0.92330 -1.44675  C2 1.092
11 H 0.43331 -0.60129 -2.30000  C2 1.092
12 H 1.18695 -0.53842 0.58710  C3 1.093
13 H -0.11893 -2.86377 -0.16506  N4 1.012
14 H 1.50218 -2.65851 -0.03779  N4 1.008
15 H -1.66220 -1.06226 -0.19954  C5 1.086
16 H -1.09133 0.55776 0.12892  C5 1.096
17 H -0.28914 -0.02906 2.33841  C6 1.097
18 H -0.76961 -1.69304 2.12892  C6 1.101
19 H -2.96372 -0.89427 2.14513  O7 0.967
20 O -0.04619 3.56653 -0.77221  H21 0.964, H22 0.969
21 H 0.63310 4.24582 -0.85308  O20 0.964
22 H -0.58276 3.90828 -0.04136  O20 0.969

Electronic structure analysis, Mulliken charges in units of e: -0.628, -0.673, 0.465, -0.619, -0.625, -0.567, -0.522, 0.235, 0.226, 0.354, 0.327, 0.073, 0.231, 0.222, 0.466, 0.111, 0.313, 0.283, 0.322, -0.607, 0.299, 0.314

| no. | orbital gap (eV) |
| --- | --- |
| 1 | 10.01 |
| 2 | 9.31 |